{"formula": "C4H11NS", "method": "wB97M-V/def2-TZVPD", "elements": ["C", "N", "C", "C", "C", "S", "H", "H", "H", "H", "H", "H", "H", "H", "H", "H", "H"], "xyz": [[1.882, -1.020, 0.707], [0.419, -1.097, 0.427], [-0.252, 0.141, 0.006], [-0.163, 0.393, -1.581], [-1.645, 0.248, 0.665], [-2.251, 2.014, 0.533], [2.299, -2.000, 0.642], [2.229, -0.630, 1.637], [2.516, -0.489, -0.138], [0.197, -2.101, 0.150], [0.367, 0.900, 0.440], [0.902, 0.254, -1.934], [-0.640, 1.352, -1.727], [-0.829, -0.364, -2.001], [-1.582, 0.065, 1.872], [-2.375, -0.342, 0.153], [-1.073, 2.678, 0.150]], "total_charge": 0, "lumo_ev": 0.973, "e_above_lowest_kj_mol": 153.9, "smiles": "CN[C@@H](C)CS"}

{"formula": "C6H7N3O", "method": "wB97M-V/def2-TZVPD", "elements": ["N", "C", "O", "C", "C", "C", "C", "N", "N", "C", "H", "H", "H", "H", "H", "H", "H"], "xyz": [[3.008, -0.255, -0.669], [2.288, 0.271, 0.343], [2.871, 1.226, 0.899], [0.807, 0.166, 0.297], [0.122, -1.066, 0.258], [-1.254, -1.089, 0.214], [-1.949, 0.142, 0.112], [-3.291, 0.179, -0.060], [-1.300, 1.317, 0.107], [0.030, 1.312, 0.124], [3.039, -1.263, -0.728], [3.837, 0.446, -0.806], [0.659, -2.014, 0.191], [-1.800, -2.032, 0.163], [-3.832, -0.663, -0.180], [-3.759, 1.070, -0.128], [0.524, 2.252, -0.136]], "total_charge": 0, "lumo_ev": 0.698, "e_above_lowest_kj_mol": 0.0, "smiles": "NC(=O)c1ccc(N)nc1"}

{"formula": "C18H17F5N2O4SiW", "method": "wB97M-V/def2-TZVPD", "elements": ["W", "O", "C", "O", "C", "C", "C", "C", "C", "N", "C", "O", "O", "H", "H", "H", "F", "C", "F", "C", "F", "F", "F", "C", "Si", "C", "C", "N", "C", "C", "C", "C", "C", "C", "H", "H", "H", "H", "H", "H", "H", "H", "H", "H", "H", "H", "H", "H"], "xyz": [[-0.188, -0.492, 0.174], [2.760, 0.875, 2.573], [1.707, 0.488, 2.232], [1.437, 0.115, 0.901], [0.442, 0.352, 3.013], [0.259, 0.586, 4.360], [-1.023, 0.404, 4.881], [-2.076, 0.019, 4.053], [-1.799, -0.186, 2.716], [-0.569, -0.032, 2.235], [-2.756, -0.600, 1.643], [-3.894, -0.873, 1.733], [-2.059, -0.630, 0.428], [1.092, 0.898, 4.975], [-1.204, 0.567, 5.936], [-3.083, -0.121, 4.423], [-0.738, -3.140, 0.121], [0.487, -2.554, 0.265], [1.327, -2.970, -0.676], [1.044, -3.027, 1.635], [0.162, -2.710, 2.595], [2.195, -2.431, 1.910], [1.202, -4.332, 1.618], [1.621, 2.924, -1.804], [-0.135, 2.470, -1.446], [-0.697, 2.958, 0.252], [-1.358, 2.811, -2.783], [-0.120, 0.597, -1.317], [0.286, -0.481, -2.144], [-0.707, -1.420, -2.494], [-0.366, -2.529, -3.258], [0.933, -2.642, -3.727], [1.922, -1.704, -3.390], [1.624, -0.638, -2.575], [1.739, 3.994, -1.608], [1.911, 2.748, -2.839], [2.319, 2.406, -1.142], [-0.970, 4.017, 0.224], [0.081, 2.862, 1.013], [-1.596, 2.432, 0.592], [-1.472, 3.894, -2.885], [-2.339, 2.402, -2.534], [-1.050, 2.424, -3.754], [-1.738, -1.235, -2.209], [-1.116, -3.264, -3.514], [1.199, -3.475, -4.365], [2.929, -1.833, -3.762], [2.378, 0.078, -2.278]], "total_charge": 2, "lumo_ev": -8.846, "e_above_lowest_kj_mol": 0.0}